Here is C24H29FeN2SbSe4Si as an isolated structure from OMol25. Energies are from the ωB97M-V functional and the def2-TZVPD basis.

Expectation value of S²   8.78
Kohn-Sham gap (spin up / spin down)   6.10 / 5.59 eV
Charge   -1
2S+1   6
HOMO level (spin up / spin down)   -4.092 / -4.068 eV
Molar mass   867.0 g mol⁻¹
LUMO level (spin up / spin down)   2.012 / 1.521 eV
Relative energy (zero: lowest compared OMol25 entry of this formula, charge and spin)   2.9 kcal/mol

Element x y z (Å)
Fe1 0.447 0.121 -2.146
C1 -1.078 1.383 -1.553
Si1 -1.032 1.350 0.263
C2 0.800 1.319 0.652
N1 1.600 0.507 -0.306
C3 1.749 -0.920 0.120
C4 2.601 -1.095 1.374
C5 3.970 -0.442 1.191
C6 3.814 1.008 0.737
C7 2.957 1.081 -0.522
C8 -1.705 2.888 1.122
C9 -2.672 2.863 2.132
C10 -3.172 4.040 2.684
C11 -2.713 5.271 2.237
C12 -1.744 5.322 1.241
C13 -1.252 4.144 0.695
C14 -1.945 -0.092 1.050
C15 -1.356 -0.948 1.983
C16 -2.078 -1.979 2.580
C17 -3.416 -2.165 2.262
C18 -4.032 -1.313 1.349
C19 -3.303 -0.292 0.757
H1 -0.671 2.350 -1.880
H2 -2.058 1.255 -2.017
H3 1.020 1.073 1.697
H4 1.121 2.360 0.528
H5 2.242 -1.447 -0.705
H6 0.755 -1.347 0.267
H7 2.704 -2.165 1.567
H8 2.095 -0.660 2.245
H9 4.521 -0.989 0.425
H10 4.542 -0.496 2.121
H11 4.787 1.447 0.509
H12 3.366 1.605 1.541
H13 3.434 0.507 -1.320
H14 2.838 2.107 -0.873
H15 -3.043 1.912 2.501
H16 -3.921 3.993 3.466
H17 -3.111 6.187 2.657
H18 -1.374 6.278 0.890
H19 -0.504 4.207 -0.092
H20 -0.316 -0.814 2.261
H21 -1.592 -2.637 3.290
H22 -3.982 -2.961 2.732
H23 -5.079 -1.447 1.102
H24 -3.803 0.371 0.054
C20 -0.867 -4.452 -1.532
C21 0.312 -4.115 -2.165
C22 0.543 -2.786 -2.484
N2 -0.348 -1.827 -2.200
C23 -1.508 -2.162 -1.622
C24 -1.806 -3.459 -1.267
H25 -1.065 -5.479 -1.249
H26 1.066 -4.844 -2.430
H27 1.457 -2.506 -2.998
H28 -2.205 -1.358 -1.452
H29 -2.752 -3.678 -0.790
Se1 2.141 -3.036 -5.695
Sb1 3.575 -1.397 -4.621
Se2 1.697 0.474 -3.936
Se3 4.364 -2.085 -2.432
Se4 4.987 -0.031 -5.995

=====

Here is C24H29GdN7O5 as an isolated structure at a distorted geometry from OMol25. Energies are from the ωB97M-V functional and the def2-TZVPD basis.

Expectation value of S²   15.85
Kohn-Sham gap (spin up / spin down)   5.83 / 6.92 eV
Charge   +1
2S+1   8
HOMO level (spin up / spin down)   -9.534 / -9.538 eV
Molar mass   652.8 g mol⁻¹
LUMO level (spin up / spin down)   -3.707 / -2.617 eV

Element x y z (Å)
Gd1 0.134 -0.348 -0.226
O1 2.760 4.038 -2.301
C1 1.620 4.260 -2.960
C2 1.430 5.262 -3.901
C3 0.210 5.345 -4.637
C4 -0.863 4.627 -4.139
C5 -0.759 3.688 -3.095
C6 0.518 3.438 -2.551
C7 0.782 2.143 -1.904
O2 -0.221 1.323 -1.719
N1 2.029 1.840 -1.555
N2 2.125 0.613 -0.911
C8 3.361 0.372 -0.424
C9 3.780 -0.933 -0.056
C10 5.159 -0.955 0.352
C11 5.708 -2.211 0.584
C12 4.919 -3.374 0.475
C13 3.549 -3.352 0.153
C14 2.937 -2.116 -0.053
O3 1.632 -1.972 -0.239
H1 2.663 3.097 -1.789
H2 2.195 6.016 -4.094
H3 0.104 5.922 -5.525
H4 -1.835 4.759 -4.579
H5 -1.708 3.250 -2.756
H6 4.022 1.227 -0.181
H7 5.708 0.006 0.403
H8 6.761 -2.300 0.869
H9 5.479 -4.297 0.501
H10 2.912 -4.219 0.079
C15 -3.737 -0.017 -1.522
N3 -3.976 -1.292 -0.912
C16 -5.353 -1.683 -0.701
C17 -5.439 -2.732 0.402
C18 -4.486 -3.869 0.109
N4 -3.137 -3.355 -0.059
C19 -2.122 -4.353 -0.014
C20 -2.905 -2.074 -0.570
O4 -1.728 -1.610 -0.586
H11 -3.409 -0.160 -2.567
H12 -3.046 0.603 -0.919
H13 -4.741 0.405 -1.570
H14 -5.866 -1.912 -1.687
H15 -5.919 -0.814 -0.296
H16 -6.460 -3.087 0.414
H17 -5.324 -2.273 1.428
H18 -4.780 -4.464 -0.748
H19 -4.568 -4.635 0.914
H20 -1.247 -3.824 0.300
H21 -1.955 -4.724 -1.033
H22 -2.374 -5.064 0.764
C21 1.963 2.007 4.892
N5 1.027 1.322 3.939
C22 -0.216 1.935 3.350
C23 -0.435 0.914 2.188
O5 -1.220 1.017 1.240
N6 0.455 -0.117 2.283
C24 1.260 0.111 3.362
N7 2.185 -0.775 3.780
H23 3.012 1.890 4.591
H24 1.830 1.567 5.899
H25 1.673 3.094 4.920
H26 -0.129 2.952 2.902
H27 -1.065 1.927 4.027
H28 2.271 -1.643 3.219
H29 2.848 -0.413 4.441

=====

Here is C24H29IN5OY as an isolated structure at a distorted geometry from OMol25. Energies are from the ωB97M-V functional and the def2-TZVPD basis.

Kohn-Sham gap (spin up / spin down)   1.80 / 3.56 eV
Charge   -2
2S+1   1
HOMO level (spin up / spin down)   2.805 / 1.176 eV
Molar mass   619.3 g mol⁻¹
LUMO level (spin up / spin down)   4.603 / 4.741 eV
Relative energy (zero: lowest compared OMol25 entry of this formula, charge and spin)   10.1 kcal/mol

Element x y z (Å)
C1 2.210 -3.785 -2.413
I1 3.092 -1.907 -0.039
H1 3.015 -3.382 -3.121
H2 1.383 -4.252 -2.992
H3 2.714 -4.337 -1.643
C2 1.449 -0.563 4.358
C3 2.400 0.244 3.857
N1 2.254 0.202 2.476
C4 1.238 -0.644 2.098
N2 0.776 -1.120 3.295
H4 1.195 -0.818 5.380
H5 3.188 0.847 4.293
C5 -1.756 -0.934 -2.955
C6 0.161 -1.821 -2.063
N3 -1.232 -1.690 -1.901
H6 -0.701 -0.176 -4.748
N4 0.410 -1.332 -3.317
H7 -2.743 -0.624 -3.126
Y1 1.277 0.143 -0.149
C7 0.963 -2.992 -1.455
O1 0.192 -3.664 -0.635
C8 -0.716 -0.727 -3.854
C9 1.763 -1.138 -3.764
H8 2.131 -0.176 -3.433
H9 1.778 -1.196 -4.832
H10 2.360 -1.938 -3.348
C10 -2.066 -1.809 -0.695
H11 -2.975 -2.383 -0.916
H12 -2.350 -0.831 -0.293
H13 -1.451 -2.352 0.016
C11 -0.374 -1.934 3.422
H14 -0.361 -2.423 4.402
H15 -0.390 -2.695 2.632
H16 -1.302 -1.345 3.337
C12 3.050 1.031 1.540
H17 3.572 0.371 0.793
H18 3.884 1.493 2.090
H19 2.435 1.847 1.018
C13 -1.885 1.639 4.088
C14 -0.702 2.329 3.840
C15 -0.195 2.433 2.531
C16 -0.844 1.726 1.514
C17 -2.040 1.038 1.739
C18 -2.537 0.996 3.057
N5 -0.233 1.669 0.242
C19 -0.753 2.118 -0.980
C20 0.118 2.160 -2.106
C21 -0.409 2.541 -3.326
C22 -1.727 2.956 -3.472
C23 -2.568 2.915 -2.344
C24 -2.081 2.520 -1.090
H20 -2.276 1.626 5.102
H21 -0.133 2.786 4.614
H22 0.740 2.949 2.303
H23 -2.530 0.470 0.958
H24 -3.440 0.452 3.239
H25 1.207 1.965 -1.978
H26 0.248 2.497 -4.181
H27 -2.107 3.302 -4.416
H28 -3.589 3.205 -2.433
H29 -2.741 2.519 -0.216

=====

Here is C24H29N3O3S in the gas phase at a distorted geometry from OMol25. Energies are from the ωB97M-V functional and the def2-TZVPD basis.

Kohn-Sham gap   9.00 eV
Charge   0
2S+1   1
HOMO level   -8.472 eV
Structure (SMILES)   CCOc1ccc([C@@H]2CC(=O)n3nc([C@]45C[C@H]6C[C@H](C[C@H](C6)C4)C5)nc3S2)cc1OC
Molar mass   439.6 g mol⁻¹
LUMO level   0.528 eV
Relative energy (zero: lowest compared OMol25 entry of this formula, charge and spin)   31.4 kcal/mol

Element x y z (Å)
C1 -8.677 0.049 0.974
C2 -8.439 -0.535 -0.413
H1 -9.346 -0.447 -1.018
H2 -8.160 -1.590 -0.342
O1 -7.478 0.198 -1.154
C3 -6.179 0.283 -0.770
C4 -5.495 1.374 -1.297
C5 -4.157 1.600 -1.047
C6 -3.459 0.734 -0.221
C7 -4.124 -0.371 0.303
C8 -5.460 -0.627 0.035
O2 -6.116 -1.730 0.513
C9 -5.413 -2.650 1.312
H3 -5.054 -2.190 2.238
H4 -4.571 -3.092 0.771
H5 -6.132 -3.430 1.556
H6 -3.565 -1.054 0.922
C10 -2.005 0.905 0.098
C11 -1.489 2.331 0.018
C12 -0.090 2.489 0.578
O3 0.265 3.412 1.256
N1 0.777 1.472 0.195
C13 0.534 0.340 -0.562
N2 1.646 -0.297 -0.785
C14 2.596 0.456 -0.147
N3 2.110 1.506 0.453
C15 4.031 0.065 -0.139
C16 4.175 -1.248 0.646
C17 5.639 -1.681 0.644
C18 6.104 -1.904 -0.794
C19 5.961 -0.601 -1.579
C20 4.497 -0.165 -1.583
H7 4.384 0.760 -2.153
H8 3.869 -0.927 -2.047
C21 6.816 0.486 -0.929
C22 6.351 0.706 0.510
C23 4.888 1.148 0.514
H9 4.772 2.085 -0.033
H10 4.543 1.321 1.534
C24 6.495 -0.596 1.297
H11 6.175 -0.442 2.330
H12 7.542 -0.908 1.312
H13 6.964 1.484 0.977
H14 6.728 1.416 -1.494
H15 7.867 0.186 -0.938
H16 6.291 -0.758 -2.612
H17 5.504 -2.687 -1.262
H18 7.147 -2.229 -0.802
H19 5.738 -2.615 1.209
H20 3.549 -2.013 0.184
H21 3.830 -1.097 1.672
S1 -1.027 -0.149 -1.093
H22 -2.146 3.001 0.576
H23 -1.465 2.664 -1.025
H24 -1.794 0.483 1.086
H25 -3.678 2.456 -1.491
H26 -6.056 2.047 -1.926
H27 -9.501 -0.473 1.453
H28 -8.924 1.106 0.898
H29 -7.789 -0.058 1.592